Record 1
Density functional theory data (ωB97M-V/def2-TZVPD) for the molecule C2HP.

Last column: Mulliken charge in e.
Element x y z (Å)
1 C -0.52522 1.48347 1.09002  -0.57
2 C -0.20548 0.54379 0.40305  0.22
3 P -1.04337 2.89398 2.18789  0.01
4 H 0.09527 -0.26430 -0.19650  0.34

⟨S²⟩: 2.022
Net charge: 0
Energy relative to the best compared isomer or geometry (same formula, charge and spin): 0.0 kcal/mol
2S+1: 3

Record 2
Density functional theory data (ωB97M-V/def2-TZVPD) for a structure of composition C6H9NO2.

Last column: Mulliken charge in e.
Element x y z (Å)
1 C 0.51095 0.10840 1.69369  0.50
2 N 1.66791 -0.50815 1.40727  -0.33
3 C -0.79908 -0.96972 -0.09746  -0.53
4 C -1.85430 -1.47388 0.55379  -0.64
5 O -0.18427 0.06289 2.65206  -0.49
6 H 2.06522 -1.13060 2.09337  0.22
7 H 2.15966 -0.30884 0.55504  0.24
8 H -0.05025 -1.62567 -0.53033  0.34
9 H -2.53762 -0.78746 1.03984  0.26
10 H -1.96588 -2.53419 0.73345  0.28
11 C -0.76625 0.55367 -0.44034  0.78
12 C -0.00390 0.71171 -1.73490  -0.28
13 C 0.92474 1.63743 -1.92074  -0.80
14 O -1.81719 1.20326 -0.26621  -0.57
15 H 0.20575 1.06167 0.71148  0.07
16 H -0.27234 0.01637 -2.52104  0.37
17 H 1.55855 1.63236 -2.79277  0.28
18 H 1.15831 2.35075 -1.13618  0.30

Net charge: 0
Energy relative to the best compared isomer or geometry (same formula, charge and spin): 95.7 kcal/mol
2S+1: 1

Record 3
Density functional theory data (ωB97M-V/def2-TZVPD) for the molecule C5H8O2.

Last column: Mulliken charge in e.
Element x y z (Å)
1 O -0.20598 -2.45522 -0.89886  -0.52
2 C -0.05261 -1.17084 -0.49694  0.48
3 C 0.64274 -0.20081 -1.10309  -0.62
4 C 0.92484 0.89475 -0.12838  -0.63
5 C -0.23967 0.76577 0.89243  0.16
6 O -1.32297 1.59964 0.51321  -0.56
7 C -0.70096 -0.70850 0.77743  -0.79
8 H 0.37019 -2.50476 -1.67449  0.31
9 H 0.83036 -0.07643 -2.16419  0.37
10 H 0.97030 1.83295 -0.67567  0.37
11 H 1.89365 0.71749 0.37736  0.22
12 H 0.06061 0.98642 1.92885  0.26
13 H -0.97315 2.49968 0.47456  0.33
14 H -0.41921 -1.32839 1.63192  0.31
15 H -1.79540 -0.75423 0.65661  0.30

Net charge: 0
Energy relative to the best compared isomer or geometry (same formula, charge and spin): 27.6 kcal/mol
2S+1: 1

Record 4
Density functional theory data (ωB97M-V/def2-TZVPD) for a cluster of 4 separate species, C14H34N2O6 in total.

Last column: Mulliken charge in e.
Element x y z (Å)
1 C 0.51004 0.85856 1.89127  -0.78
2 N -0.55647 0.51750 0.94950  -0.08
3 C -1.70784 1.26025 0.87493  0.79
4 C -2.72695 0.73671 -0.09211  -0.93
5 O -1.95375 2.20434 1.60023  -0.62
6 H 0.54591 0.13027 2.69797  0.21
7 H 0.36701 1.87871 2.23446  0.22
8 H 1.46534 0.86980 1.36189  0.33
9 H -0.68339 -0.46360 0.75987  0.10
10 H -3.61466 0.47738 0.48611  0.26
11 H -2.40422 -0.13356 -0.66425  0.15
12 H -3.00623 1.51556 -0.79960  0.34
13 C -0.85674 -2.84131 3.21183  -1.04
14 N -1.21837 -2.93072 1.81325  -0.09
15 C -0.91137 -3.90442 0.90816  0.72
16 C -0.18649 -5.13098 1.40388  -1.16
17 O -1.21856 -3.77259 -0.25950  -0.61
18 H -1.58905 -3.33213 3.85817  0.32
19 H -0.83941 -1.80137 3.54087  0.30
20 H 0.14589 -3.23035 3.37591  0.39
21 H -1.78306 -2.20756 1.39654  0.24
22 H -0.33980 -5.90885 0.66201  0.27
23 H -0.44107 -5.46400 2.40439  0.42
24 H 0.87770 -4.87136 1.34495  0.29
25 C -0.93442 -1.46656 -3.87931  -0.59
26 O -0.04421 -2.53934 -3.78800  -0.27
27 C -0.05687 -3.33641 -4.96169  -0.46
28 C 0.88151 -4.49220 -4.75438  -0.59
29 O 0.25916 -5.57605 -4.08077  -0.40
30 C 0.60929 -5.65054 -2.71020  -0.58
31 H -1.95916 -1.75919 -4.14726  0.31
32 H -0.62153 -0.77160 -4.67875  0.32
33 H -0.96219 -0.93390 -2.93280  0.06
34 H 0.32519 -2.72843 -5.79672  0.35
35 H -1.07730 -3.68337 -5.14544  0.36
36 H 1.76538 -4.12495 -4.22748  0.34
37 H 1.15419 -4.89027 -5.73611  0.37
38 H -0.06995 -6.34895 -2.22532  0.23
39 H 0.54094 -4.69186 -2.19454  0.23
40 H 1.62792 -6.05419 -2.63810  0.31
41 C -0.94831 5.30236 1.66513  -0.70
42 O 0.35872 5.76502 1.34210  -0.37
43 C 1.39034 4.91759 1.79565  -0.11
44 C 2.73509 5.49697 1.45286  -0.69
45 O 3.15712 6.53337 2.31985  -0.39
46 C 2.41680 7.72200 2.23310  -0.58
47 H -1.30443 4.67375 0.84865  0.21
48 H -1.56643 6.16601 1.89158  0.28
49 H -0.95751 4.65751 2.55266  0.34
50 H 1.27621 3.94339 1.28805  0.19
51 H 1.31734 4.74289 2.87680  0.38
52 H 2.77880 5.81366 0.40769  0.36
53 H 3.45120 4.69822 1.66259  0.33
54 H 2.16749 7.98702 1.19498  0.28
55 H 2.98150 8.53013 2.69041  0.26
56 H 1.43365 7.64164 2.71404  0.20

Net charge: 0
Energy relative to the best compared isomer or geometry (same formula, charge and spin): 0.0 kcal/mol
2S+1: 1

Record 5
Density functional theory data (ωB97M-V/def2-TZVPD) for a cluster of 2 separate species, CH3N3OS in total.

Last column: Mulliken charge in e.
Element x y z (Å)
1 O -2.04970 -0.92990 -0.88475  -0.48
2 C -1.56401 0.10511 -0.54398  0.06
3 N -0.49433 0.36000 0.25557  -0.19
4 S 0.31588 -0.96955 1.13695  -0.18
5 H -2.01207 1.03398 -0.82073  0.32
6 H -0.16414 1.31786 0.38018  0.29
7 H 0.77961 -1.91557 0.33738  0.17
8 N 2.54366 0.94903 0.36302  -0.03
9 N 2.64511 0.04904 -0.22363  0.05

Net charge: 0
Energy relative to the best compared isomer or geometry (same formula, charge and spin): 12.6 kcal/mol
2S+1: 1

Record 6
Density functional theory data (ωB97M-V/def2-TZVPD) for the molecule C4H5NO.

Last column: Mulliken charge in e.
Element x y z (Å)
1 O 2.08262 0.65912 0.26672  -0.52
2 C 0.87576 0.10018 -0.07828  0.34
3 C 0.22334 -1.13512 0.02076  -0.60
4 C -1.16652 -0.83009 0.17630  -0.28
5 C -1.32711 0.50763 -0.03696  -0.50
6 N -0.07817 1.06520 -0.19848  -0.07
7 H 2.88309 0.22166 -0.03291  0.34
8 H 0.53247 -2.14053 -0.25321  0.36
9 H -1.96002 -1.48733 0.52993  0.36
10 H -2.20000 1.01173 -0.41189  0.33
11 H 0.13455 2.02755 0.01801  0.25

Net charge: 0
Energy relative to the best compared isomer or geometry (same formula, charge and spin): 27.9 kcal/mol
2S+1: 1

Record 7
Density functional theory data (ωB97M-V/def2-TZVPD) for a structure of composition C12H24O13RbS.

Last column: Mulliken charge in e.
Element x y z (Å)
1 Rb 1.88348 0.95169 -1.08903  0.89
2 S 4.39027 2.39560 0.97165  1.18
3 O 5.56478 3.05033 0.52577  -0.50
4 O 4.73626 2.68478 2.36079  -0.46
5 O 3.17394 3.11109 0.49902  -0.58
6 O 4.34975 0.99554 0.71909  -0.61
7 C 0.21700 5.12879 0.30110  -0.97
8 C -0.90500 4.54542 -0.62623  -0.15
9 O -1.72951 3.63887 0.09461  -0.38
10 C -1.61527 2.36215 0.01485  0.69
11 O -0.71231 1.83757 -0.57721  -0.45
12 O -2.53716 1.80100 0.71050  -0.40
13 C -2.87684 0.37636 0.65606  -0.22
14 H 1.19579 4.68134 0.12830  0.20
15 H 0.01581 4.90796 1.34937  0.30
16 H 0.47126 6.17125 0.10944  0.37
17 H -0.42825 4.24282 -1.55856  0.26
18 H -1.61207 5.33296 -0.88688  0.32
19 H -3.67970 0.11542 1.34558  0.27
20 H -1.99661 -0.14765 1.02850  0.03
21 H -3.18419 0.07424 -0.34512  0.15
22 C -1.28698 -3.25650 1.56344  -0.41
23 C -0.25610 -3.28885 2.70646  -0.39
24 O -0.04316 -1.95757 3.14076  -0.34
25 C 0.73765 -1.14870 2.48311  0.63
26 O 1.01060 -1.28539 1.25579  -0.40
27 O 1.11594 -0.20022 3.36624  -0.35
28 C 2.06511 0.74173 2.81662  -0.39
29 H -1.08532 -2.52396 0.78189  -0.31
30 H -2.22853 -2.89310 1.97517  0.32
31 H -1.41259 -4.26315 1.16469  0.39
32 H 0.70043 -3.76502 2.49102  0.32
33 H -0.65546 -3.93185 3.49079  0.30
34 H 1.74741 1.05666 1.82265  0.00
35 H 3.07835 0.37466 2.65323  0.37
36 H 2.00387 1.52259 3.57465  0.26
37 C -2.36866 -1.71726 -4.47004  -1.21
38 C -2.40773 -1.38775 -2.92253  -0.13
39 O -1.54405 -2.30967 -2.14538  -0.30
40 C -0.21183 -2.21943 -2.11076  0.84
41 O 0.43852 -1.21340 -2.43529  -0.59
42 O 0.39193 -3.32076 -1.53805  -0.29
43 C 1.81902 -3.44620 -1.37352  -0.58
44 H -2.43130 -2.79075 -4.64839  0.31
45 H -1.44996 -1.35774 -4.93355  0.31
46 H -3.17790 -1.27085 -5.04793  0.40
47 H -3.36747 -1.63857 -2.47077  0.37
48 H -2.42430 -0.32086 -2.69990  0.17
49 H 2.16546 -3.65722 -2.38523  0.34
50 H 2.07846 -4.29249 -0.73745  0.22
51 H 2.27718 -2.49593 -1.09932  0.20

⟨S²⟩: 0.758
Net charge: 0
E_tot: -50939.694 eV
2S+1: 2